ORCA calculation (ωB97M-V/def2-TZVPD) on an isolated molecule of CH2F2N2O at a distorted geometry.

Properties
- Kohn-Sham gap (spin up / spin down): 10.31 / 10.32 eV
- ΔE to the lowest compared entry with this formula, charge and spin: 7.1 kcal/mol
- E_HOMO (spin up / spin down): -0.3971 / -0.3972 hartree

Atoms and positions in Å:
C  -2.37  0.08  0.09
N  -1.19  0.68  -0.47
N  -0.08  0.15  -0.21
O  -2.28  0.90  1.05
F  -3.43  0.10  -0.73
F  -2.19  -1.26  0.36
H  0.00  -0.82  0.12
H  0.73  0.76  -0.12

ORCA calculation (ωB97M-V/def2-TZVPD) on a structure of composition C26H50Br2InN2O3Si at a distorted geometry.

Properties
- Kohn-Sham gap: 6.25 eV
- Charge: -1
- E_HOMO: -0.1459 hartree

Atoms and positions in Å:
C  -2.90  7.03  -3.07
C  -2.23  5.82  -2.30
Br  -2.12  5.83  -0.35
C  -1.76  4.78  -3.02
Br  -1.92  4.80  -5.00
In  -0.79  2.89  -2.16
N  -2.46  1.54  -1.84
C  0.63  2.16  -3.76
N  1.96  1.66  -3.27
C  0.13  3.20  -0.13
C  1.31  2.23  0.27
C  1.06  0.70  0.01
C  0.01  0.03  0.96
C  0.36  -1.53  1.17
C  -0.68  -2.52  0.47
C  -0.06  -3.40  -0.69
C  -1.12  -3.92  -1.75
Si  -1.84  -2.53  -2.84
C  -0.60  -1.07  -2.72
C  -3.57  -2.11  -2.16
C  -1.94  -2.96  -4.70
C  -0.70  -2.73  -5.48
C  -0.61  -2.96  -6.91
C  -1.80  -3.45  -7.61
C  -2.99  -3.71  -6.84
C  -3.11  -3.47  -5.41
H  -2.26  7.36  -3.92
H  -3.22  7.85  -2.39
H  -3.82  6.58  -3.56
H  -2.29  0.94  -1.03
H  -2.66  1.00  -2.69
H  0.85  3.06  -4.41
H  0.13  1.43  -4.45
H  2.25  2.10  -2.40
H  1.85  0.65  -3.16
H  -0.71  3.23  0.61
H  0.57  4.24  -0.13
H  1.44  2.34  1.40
H  2.25  2.62  -0.19
H  2.05  0.18  0.21
H  0.86  0.56  -1.08
H  0.06  0.49  1.98
H  -1.04  0.09  0.58
H  1.40  -1.79  0.85
H  0.32  -1.70  2.28
H  -1.00  -3.23  1.28
H  -1.59  -1.94  0.19
H  0.35  -4.32  -0.19
H  0.82  -2.89  -1.15
H  -0.57  -4.62  -2.44
H  -1.94  -4.52  -1.27
H  0.46  -1.40  -2.72
H  -0.85  -0.30  -3.49
H  -0.81  -0.60  -1.72
H  -3.54  -2.22  -1.05
H  -4.29  -2.87  -2.57
H  -3.85  -1.06  -2.44
H  0.20  -2.34  -4.96
H  0.34  -2.74  -7.44
H  -1.72  -3.60  -8.71
H  -3.90  -4.07  -7.37
H  -4.03  -3.65  -4.82
C  1.87  -2.65  7.86
O  2.47  -1.67  7.04
C  2.50  -2.05  5.67
C  2.72  -0.84  4.78
O  1.53  -0.09  4.56
C  1.08  0.71  5.65
C  1.93  1.94  5.89
O  3.10  1.60  6.63
C  4.11  2.58  6.52
H  2.42  -3.60  7.79
H  1.90  -2.30  8.89
H  0.82  -2.80  7.57
H  1.55  -2.54  5.40
H  3.32  -2.76  5.53
H  3.02  -1.20  3.79
H  3.52  -0.21  5.15
H  0.97  0.10  6.56
H  0.08  1.04  5.37
H  1.37  2.67  6.48
H  2.21  2.38  4.93
H  4.43  2.68  5.47
H  4.96  2.26  7.12
H  3.75  3.55  6.89

ORCA calculation (ωB97M-V/def2-TZVPD) on an isolated molecule of C2H2O3 at a distorted geometry.

Properties
- Kohn-Sham gap (spin up / spin down): 8.02 / 8.03 eV
- ΔE to the lowest compared entry with this formula, charge and spin: 137.7 kcal/mol
- E_HOMO (spin up / spin down): -0.3822 / -0.3825 hartree

Atoms and positions in Å:
C  0.05  0.39  -0.43
C  -0.13  -0.96  -0.03
O  -0.32  -1.95  -0.73
O  0.31  1.43  0.22
O  0.12  1.66  1.54
H  0.11  0.46  -1.62
H  -0.13  -1.05  1.05

no.,calculated total energy (Ha)
1,-423.7094
2,-6983.4414
3,-302.9109